C23H18MnN6O7 | the ωB97M-V functional and the def2-TZVPD basis

Atoms and positions in Å:
Mn -0.407 -0.166 0.558
O -2.502 0.295 0.539
C -3.383 1.197 0.641
C -4.769 0.846 0.771
C -5.760 1.789 0.857
C -5.470 3.163 0.820
C -4.148 3.536 0.702
C -3.105 2.607 0.620
C -1.755 3.122 0.504
N -0.691 2.431 0.491
C 0.567 3.145 0.347
C 1.698 2.134 0.146
N 1.204 1.069 -0.696
C 1.681 0.903 -1.856
C 1.248 -0.102 -2.815
C 1.900 -0.131 -4.052
C 1.567 -1.019 -5.054
C 0.522 -1.922 -4.805
C -0.147 -1.927 -3.606
C 0.173 -1.022 -2.536
O -0.460 -1.082 -1.443
H -4.993 -0.213 0.808
H -6.791 1.463 0.958
H -6.257 3.903 0.892
H -3.887 4.592 0.678
H -1.695 4.223 0.423
H 0.520 3.823 -0.517
H 0.776 3.741 1.241
H 2.586 2.625 -0.279
H 1.945 1.702 1.117
H 2.504 1.552 -2.202
H 2.702 0.585 -4.214
H 2.090 -1.016 -6.003
H 0.229 -2.628 -5.577
H -0.960 -2.619 -3.419
O -0.146 -1.224 6.754
C -0.149 -1.047 5.546
C 0.480 0.107 4.819
O 1.146 1.006 5.329
C 0.157 -0.083 3.408
C -0.561 -1.313 3.220
O -0.898 -1.729 2.080
C -0.766 -1.961 4.522
O -1.309 -3.035 4.755
O 0.468 0.663 2.430
N 4.913 -4.069 -0.926
C 3.818 -3.276 -0.654
N 2.963 -3.037 -1.673
N 3.747 -2.732 0.529
C 2.628 -2.021 0.683
N 1.614 -1.477 0.630
H 4.748 -4.861 -1.525
H 5.407 -4.307 -0.080
H 2.882 -3.699 -2.424
H 2.123 -2.508 -1.462

Computed properties:
Orbital gap (spin up / spin down): 4.64 / 4.66 eV
Energy above the lowest of the compared OMol25 structures with the same formula, charge and spin: 24.1 kcal per mole
LUMO (spin up / spin down): 3.9 / 3.9 eV
2S+1: 6
Max |F|: 0.5 eV/A
Total charge: -2

Results of the natural (NBO) charge analysis, in e, for atoms 1 through 2: 1.55, -0.79